The following is a quantum chemistry calculation of a cluster of 19 separate species, C49H81IN19O2 in total, from the OMol25 dataset.

The value obtained for the molecular weight is 1095.2 g mol⁻¹. The LUMO energy comes out at -0.10690 Ha. The frontier orbital gap comes out at 8.9 eV. The calculation puts the HOMO energy at -11.813 eV.

```
! wB97M-V def2-TZVPD RIJCOSX def2/J DEFGRID3
* xyz 1 1
C 8.01 -3.25 -1.57
O 6.81 -2.40 -1.54
C 7.18 -0.95 -1.71
C 5.87 -0.07 -1.24
C 5.07 0.66 -2.47
C 3.86 -0.25 -3.11
C 2.65 -0.53 -2.04
C 1.18 -0.02 -2.55
O 0.74 1.27 -2.00
C 0.55 1.22 -0.54
C -0.26 -0.09 0.02
N -0.03 -1.36 -0.76
C -0.05 -1.09 -2.25
C 0.15 -2.41 -3.20
C -0.53 -3.79 -2.64
C 0.48 -4.57 -1.60
I -0.82 -5.12 -4.38
H 8.00 -3.92 -0.59
H 9.01 -2.64 -1.53
H 7.96 -3.92 -2.53
H 8.16 -0.67 -1.11
H 7.41 -0.76 -2.85
H 5.12 -0.77 -0.64
H 6.25 0.75 -0.49
H 5.87 0.82 -3.34
H 4.66 1.73 -2.20
H 4.34 -1.26 -3.48
H 3.43 0.28 -4.07
H 2.94 -0.16 -0.95
H 2.56 -1.72 -1.93
H 1.26 0.08 -3.74
H 1.55 1.34 0.09
H -0.11 2.18 -0.26
H 0.13 -0.29 1.12
H -1.43 0.06 0.12
H -0.85 -2.00 -0.52
H 0.82 -1.89 -0.42
H -1.05 -0.50 -2.50
H 1.28 -2.53 -3.50
H -0.42 -2.16 -4.23
H -1.59 -3.58 -2.15
H 1.59 -4.37 -1.93
H 0.35 -4.16 -0.51
H 0.20 -5.71 -1.64
C -0.35 5.33 -0.75
C -1.03 5.22 0.60
N -1.60 5.13 1.72
H 0.68 4.96 -0.68
H -0.89 4.74 -1.49
H -0.32 6.38 -1.07
C -4.23 -2.48 -6.36
C -3.31 -1.77 -5.38
N -2.54 -1.18 -4.57
H -3.76 -3.42 -6.70
H -5.18 -2.71 -5.88
H -4.41 -1.84 -7.23
C -3.37 2.62 -0.60
C -3.97 1.35 -0.03
N -4.48 0.29 0.45
H -2.85 3.17 0.18
H -2.66 2.36 -1.39
H -4.15 3.25 -1.02
C -4.80 3.91 -4.58
C -3.88 4.62 -3.60
N -3.12 5.21 -2.78
H -4.34 2.98 -4.91
H -5.75 3.68 -4.09
H -4.98 4.55 -5.44
C -1.21 5.72 4.91
C -1.90 5.61 6.26
N -2.47 5.52 7.38
H -0.19 5.35 4.98
H -1.76 5.13 4.17
H -1.19 6.77 4.59
C 3.47 -7.83 -1.35
C 2.25 -7.71 -0.46
N 1.23 -7.61 0.28
H 4.26 -7.15 -1.00
H 3.86 -8.85 -1.32
H 3.21 -7.57 -2.38
C -4.87 4.29 5.30
C -5.39 4.34 3.87
N -5.82 4.39 2.69
H -4.15 5.08 5.47
H -5.70 4.41 6.00
H -4.39 3.32 5.49
C -3.56 8.04 -0.31
C -3.72 9.51 -0.64
N -3.86 10.74 -0.92
H -4.24 7.76 0.50
H -3.78 7.43 -1.19
H -2.53 7.84 0.01
C -3.74 -8.78 -3.79
C -4.25 -7.52 -4.47
N -4.66 -6.48 -5.04
H -4.14 -9.67 -4.29
H -2.65 -8.82 -3.83
H -4.05 -8.79 -2.74
C 8.16 -4.18 3.07
C 7.94 -4.97 1.79
N 7.75 -5.63 0.73
H 7.46 -4.50 3.84
H 9.18 -4.34 3.43
H 8.02 -3.11 2.88
C 0.24 -11.02 -1.39
C -0.50 -10.68 -2.67
N -1.12 -10.40 -3.73
H 0.74 -11.99 -1.49
H 0.99 -10.25 -1.18
H -0.46 -11.07 -0.55
C 8.36 0.33 2.73
C 7.57 -0.83 3.31
N 6.91 -1.79 3.80
H 9.37 0.33 3.14
H 8.42 0.23 1.64
H 7.87 1.28 2.98
C -4.72 6.18 10.18
C -5.85 6.10 11.20
N -6.78 6.03 12.04
H -4.90 7.01 9.49
H -3.77 6.34 10.69
H -4.67 5.25 9.61
C -7.64 1.05 1.84
C -8.33 0.94 3.19
N -8.90 0.84 4.31
H -6.62 0.67 1.91
H -8.19 0.46 1.09
H -7.62 2.09 1.51
C 2.48 2.80 5.13
C 1.97 4.06 4.45
N 1.55 5.11 3.88
H 2.07 1.92 4.63
H 3.57 2.77 5.09
H 2.16 2.79 6.18
C -10.91 -1.70 0.42
C -10.87 -0.29 -0.17
N -10.84 0.87 -0.65
H -9.94 -1.96 0.84
H -11.66 -1.74 1.22
H -11.17 -2.42 -0.36
C 6.05 -3.70 -5.27
C 5.44 -4.97 -4.70
N 4.94 -6.02 -4.22
H 6.57 -3.15 -4.49
H 6.76 -3.96 -6.06
H 5.26 -3.07 -5.69
C 3.09 7.93 2.87
C 4.07 9.09 2.84
N 4.89 10.06 2.81
H 2.58 7.90 3.84
H 2.35 8.04 2.08
H 3.63 6.99 2.73
*
```

Atomic partial charges in e from the Löwdin method, atoms 1 to 8: number 1, C, carries -0.12; number 2, O, carries -0.28; number 3, C, carries -0.20; number 4, C, carries -0.17; number 5, C, carries -0.21; number 6, C, carries -0.18; number 7, C, carries -0.13; number 8, C, carries -0.23

***

The following is a quantum chemistry calculation of a cluster of 7 separate species, C49H82BBr2ClFNO17P in total, from the OMol25 dataset.

The value obtained for the molecular weight is 1213.2 g mol⁻¹. The LUMO energy comes out at 0.05961 Ha. The frontier orbital gap comes out at 6.9 eV. The calculation puts the HOMO energy at -5.298 eV.

```
! wB97M-V def2-TZVPD RIJCOSX def2/J DEFGRID3
* xyz -1 1
C 4.22 5.40 1.75
C 3.58 4.11 2.29
C 2.07 4.27 2.50
C 1.56 3.35 3.63
C 0.17 2.75 3.39
C -0.15 1.68 4.46
C -0.20 0.21 3.99
C 0.71 -0.23 2.83
C -0.09 -0.34 1.52
C 0.78 -0.52 0.26
C 0.06 -1.42 -0.77
C 0.92 -2.47 -1.53
C 0.84 -2.41 -3.07
C 1.96 -1.76 -3.95
N 2.53 -2.64 -4.97
C 3.35 -3.58 -4.72
C 3.12 -4.71 -3.73
C 4.63 -3.71 -5.53
O 1.24 -0.82 -4.76
B 1.25 0.53 -4.20
C 1.81 1.48 -5.43
P 2.27 3.15 -5.08
O 2.65 3.53 -3.70
O 3.52 3.52 -6.06
O 1.05 4.10 -5.60
C -0.17 1.10 -3.57
Br -0.03 2.31 -2.08
C -1.43 0.81 -3.95
C -2.69 1.35 -3.33
Br -1.79 -0.37 -5.42
O 2.16 0.31 -3.01
C 2.97 -0.74 -3.30
F 3.91 -0.47 -4.32
C 3.81 -0.98 -2.04
Cl 4.42 -2.66 -1.82
C 5.03 -0.06 -1.95
C 4.70 1.42 -2.08
H 5.24 5.20 1.42
H 4.24 6.13 2.56
H 3.62 5.77 0.93
H 3.74 3.28 1.60
H 4.05 3.83 3.24
H 1.54 4.04 1.58
H 1.90 5.32 2.75
H 2.27 2.53 3.73
H 1.56 3.93 4.56
H -0.54 3.57 3.53
H 0.04 2.40 2.37
H 0.59 1.78 5.25
H -1.13 1.90 4.88
H 0.12 -0.38 4.85
H -1.21 -0.08 3.74
H 1.10 -1.23 3.03
H 1.57 0.42 2.66
H -0.72 0.55 1.41
H -0.77 -1.19 1.62
H 1.02 0.44 -0.18
H 1.70 -1.03 0.57
H -0.51 -0.82 -1.48
H -0.69 -1.97 -0.19
H 1.92 -2.47 -1.11
H 0.49 -3.44 -1.25
H -0.09 -1.91 -3.34
H 0.73 -3.43 -3.43
H 2.60 -4.41 -2.82
H 2.56 -5.51 -4.21
H 4.08 -5.14 -3.42
H 5.46 -3.99 -4.89
H 4.48 -4.46 -6.32
H 4.80 -2.76 -6.04
H 2.67 1.03 -5.93
H 1.01 1.52 -6.17
H 4.14 4.03 -5.54
H 1.41 5.00 -5.63
H -3.53 1.13 -4.00
H -2.61 2.43 -3.23
H -2.89 0.86 -2.38
H 3.19 -0.76 -1.18
H 5.45 -0.24 -0.95
H 5.80 -0.39 -2.66
H 3.78 1.68 -1.57
H 4.53 1.66 -3.13
H 5.55 2.02 -1.74
O -0.57 -5.57 -4.03
C -0.30 -6.61 -4.55
O 0.95 -7.14 -4.53
C 1.00 -8.32 -5.34
C -0.44 -8.81 -5.42
C -1.22 -7.50 -5.36
H 1.40 -8.05 -6.32
H 1.67 -9.04 -4.87
H -0.64 -9.41 -6.31
H -0.67 -9.42 -4.55
H -1.35 -7.06 -6.34
H -2.18 -7.60 -4.86
O -4.46 0.17 5.61
C -3.88 0.56 6.58
O -3.48 1.85 6.72
C -2.72 2.00 7.94
C -3.15 0.84 8.83
C -3.45 -0.25 7.79
H -1.65 1.96 7.69
H -2.94 2.97 8.38
H -2.39 0.56 9.56
H -4.06 1.10 9.37
H -2.56 -0.83 7.53
H -4.25 -0.92 8.10
O -5.52 4.38 -3.95
C -4.69 4.84 -4.68
O -3.37 4.70 -4.47
C -2.62 5.45 -5.45
C -3.58 5.63 -6.63
C -4.93 5.69 -5.92
H -2.33 6.40 -5.01
H -1.73 4.89 -5.71
H -3.35 6.50 -7.23
H -3.54 4.75 -7.27
H -5.19 6.70 -5.61
H -5.74 5.27 -6.51
O -1.17 -2.91 3.65
C -0.36 -3.58 3.09
O 0.96 -3.54 3.40
C 1.72 -4.35 2.48
C 0.71 -5.35 1.91
C -0.58 -4.53 1.93
H 2.14 -3.70 1.72
H 2.53 -4.83 3.02
H 1.00 -5.71 0.92
H 0.62 -6.20 2.57
H -0.70 -3.93 1.02
H -1.46 -5.13 2.09
O -2.41 2.84 11.36
C -2.22 4.02 11.27
O -2.40 4.70 10.11
C -2.00 6.07 10.26
C -2.06 6.34 11.76
C -1.72 4.97 12.34
H -0.99 6.17 9.87
H -2.67 6.70 9.69
H -1.40 7.14 12.08
H -3.08 6.61 12.05
H -0.64 4.83 12.45
H -2.21 4.77 13.29
O -4.87 -5.25 -2.59
C -4.36 -4.18 -2.44
O -4.81 -3.28 -1.53
C -4.07 -2.04 -1.64
C -2.76 -2.42 -2.32
C -3.19 -3.59 -3.20
H -4.66 -1.35 -2.25
H -3.94 -1.62 -0.65
H -2.30 -1.60 -2.85
H -2.05 -2.78 -1.57
H -3.54 -3.25 -4.18
H -2.40 -4.32 -3.32
*
```

Atomic partial charges in e from the Löwdin method, atoms 1 to 8: number 1, C, carries -0.12; number 2, C, carries -0.27; number 3, C, carries -0.21; number 4, C, carries -0.23; number 5, C, carries -0.20; number 6, C, carries -0.19; number 7, C, carries -0.19; number 8, C, carries -0.20

***

The following is a quantum chemistry calculation of a structure of composition C49H83Ge2N2Zr, from the OMol25 dataset.

The value obtained for the molecular weight is 936.7 g mol⁻¹. The LUMO energy comes out at -0.14372 Ha. The frontier orbital gap comes out at 6.1 eV. The calculation puts the HOMO energy at -10.000 eV. The energy above the lowest of the compared OMol25 structures with the same formula, charge and spin is 457.6 kJ/mol.

```
! wB97M-V def2-TZVPD RIJCOSX def2/J DEFGRID3
* xyz 1 1
Zr -0.46 -0.04 -0.05
C 1.86 1.60 -1.17
C 2.78 0.96 -1.96
C 3.28 -0.19 -1.21
C 2.58 -0.23 -0.03
C 1.66 0.90 0.09
C 1.80 1.74 1.39
C 3.19 2.39 1.41
C 1.68 0.85 2.63
C 0.76 2.86 1.40
C 4.36 -1.25 -1.47
C 5.54 -0.81 -2.35
C 5.02 -1.65 -0.13
C 3.72 -2.51 -2.07
C 3.18 1.51 -3.33
C 4.55 2.22 -3.22
C 2.20 2.60 -3.79
C 3.17 0.43 -4.44
H 1.42 2.56 -1.39
H 2.77 -0.92 0.78
H 3.97 1.62 1.43
H 3.30 3.01 2.30
H 3.35 3.01 0.53
H 0.82 0.17 2.58
H 1.59 1.45 3.53
H 2.58 0.24 2.73
H 0.97 3.57 0.60
H 0.81 3.41 2.34
H -0.26 2.48 1.28
H 6.10 -0.02 -1.87
H 5.24 -0.49 -3.35
H 6.21 -1.66 -2.48
H 5.33 -0.77 0.43
H 5.90 -2.26 -0.33
H 4.36 -2.24 0.51
H 3.33 -2.33 -3.07
H 2.90 -2.86 -1.43
H 4.45 -3.32 -2.13
H 4.51 2.98 -2.45
H 4.80 2.70 -4.17
H 5.35 1.53 -2.97
H 2.27 3.49 -3.17
H 1.18 2.22 -3.80
H 2.46 2.90 -4.81
H 3.34 -0.57 -4.05
H 3.93 0.65 -5.19
H 2.21 0.43 -4.94
C -1.74 -5.00 -0.67
C -0.35 -4.54 -0.24
Ge 0.05 -2.67 0.48
C 1.79 -3.29 1.36
C 2.02 -2.82 2.80
C -1.00 -2.77 2.15
C -1.49 -1.82 2.97
Ge -1.93 0.04 2.31
C -3.95 -0.11 2.47
C -4.50 0.02 3.90
C -1.56 1.57 3.60
C -1.70 1.43 5.11
C -1.95 -2.30 4.30
C -3.05 -3.14 4.40
C -3.44 -3.66 5.63
C -2.73 -3.34 6.78
C -1.61 -2.53 6.68
C -1.22 -2.02 5.45
H -1.76 -6.09 -0.73
H -2.03 -4.63 -1.66
H -2.51 -4.71 0.05
H 0.37 -4.76 -1.02
H -0.06 -5.13 0.63
H 2.63 -3.01 0.73
H 1.76 -4.38 1.35
H 1.83 -1.75 2.92
H 3.06 -3.01 3.10
H 1.37 -3.34 3.49
H -1.00 -3.79 2.56
H -4.25 -1.08 2.06
H -4.44 0.67 1.87
H -3.88 -0.50 4.63
H -5.50 -0.40 3.96
H -4.56 1.07 4.19
H -2.23 2.36 3.24
H -0.55 1.92 3.39
H -2.74 1.36 5.43
H -1.28 2.31 5.60
H -1.18 0.56 5.50
H -3.61 -3.39 3.51
H -4.31 -4.31 5.69
H -3.03 -3.74 7.74
H -1.04 -2.29 7.57
H -0.32 -1.42 5.38
C 0.38 -0.91 -2.81
N -0.53 -2.03 -2.76
C 0.11 -3.19 -3.39
C -1.78 -1.74 -3.43
C -2.62 -0.67 -2.73
N -2.63 -0.75 -1.25
C -2.99 -2.12 -0.83
C -3.71 0.13 -0.77
H 0.54 -0.55 -3.84
H 1.34 -1.20 -2.39
H -0.01 -0.07 -2.22
H 0.35 -3.00 -4.44
H -0.55 -4.05 -3.33
H 1.03 -3.42 -2.86
H -2.35 -2.67 -3.49
H -1.61 -1.40 -4.47
H -3.64 -0.79 -3.10
H -2.29 0.33 -3.01
H -3.98 -2.40 -1.21
H -2.99 -2.18 0.25
H -2.25 -2.82 -1.21
H -4.57 0.12 -1.45
H -3.36 1.15 -0.65
H -4.06 -0.22 0.19
C -3.74 3.28 -1.48
C -2.39 2.95 -2.07
C -2.41 3.14 -3.57
C -1.33 2.19 -1.44
C -1.15 3.75 -1.19
C -1.53 4.34 0.05
C -1.05 5.57 0.43
C -0.15 6.26 -0.39
C 0.27 5.69 -1.59
C -0.25 4.48 -1.99
H -4.50 2.68 -2.00
H -3.98 4.33 -1.66
H -3.83 3.08 -0.42
H -3.21 2.53 -3.99
H -1.47 2.84 -4.05
H -2.62 4.18 -3.84
H -0.63 1.93 -2.24
H -2.18 3.79 0.72
H -1.37 6.00 1.37
H 0.22 7.23 -0.10
H 0.98 6.21 -2.22
H 0.05 4.07 -2.95
*
```

Atomic partial charges in e from the Löwdin method, atoms 1 to 8: number 1, Zr, carries 1.43; number 2, C, carries -0.08; number 3, C, carries -0.11; number 4, C, carries -0.10; number 5, C, carries -0.08; number 6, C, carries -0.43; number 7, C, carries -0.55; number 8, C, carries -0.02